[1]
{
  "formula": "C4H14O2S2",
  "method": "ωB97M-V/def2-TZVPD",
  "symbols": ["C", "C", "S", "S", "C", "C", "H", "H", "H", "H", "H", "H", "H", "H", "H", "H", "O", "H", "H", "O", "H", "H"],
  "coordinates": [[-0.06, 0.51, 2.68], [-0.61, -0.83, 2.23], [-0.83, -0.99, 0.43], [1.18, -1.30, -0.07], [0.93, -1.39, -1.85], [0.20, -2.66, -2.35], [-0.03, 0.58, 3.76], [-0.70, 1.34, 2.34], [0.90, 0.67, 2.21], [-1.53, -1.18, 2.69], [0.12, -1.61, 2.47], [0.41, -0.49, -2.18], [1.93, -1.36, -2.26], [0.89, -3.34, -2.81], [-0.57, -2.41, -3.08], [-0.30, -3.14, -1.49], [-0.95, 2.63, -1.40], [-0.99, 1.69, -1.18], [-1.37, 2.72, -2.26], [0.12, 4.92, 0.17], [0.89, 4.58, 0.64], [-0.11, 4.22, -0.47]],
  "relative_energy_kj_mol": 11.5,
  "homo_ev": -8.17,
  "smiles": "CCSSCC.O.O",
  "homo_lumo_gap_ev": 8.5683,
  "energy_ev": -30140.57790
}

---

[2]
{
  "formula": "C53H94BrF3N2O19S",
  "method": "ωB97M-V/def2-TZVPD",
  "symbols": ["C", "C", "N", "C", "C", "C", "C", "N", "C", "C", "O", "S", "O", "O", "C", "C", "C", "O", "C", "O", "C", "C", "C", "C", "C", "C", "C", "C", "C", "C", "C", "O", "C", "C", "C", "O", "C", "C", "F", "F", "F", "C", "Br", "H", "H", "H", "H", "H", "H", "H", "H", "H", "H", "H", "H", "H", "H", "H", "H", "H", "H", "H", "H", "H", "H", "H", "H", "H", "H", "H", "H", "H", "H", "H", "H", "H", "H", "H", "H", "H", "H", "H", "H", "H", "H", "H", "H", "H", "H", "O", "C", "O", "C", "C", "C", "H", "H", "H", "H", "H", "H", "H", "H", "O", "C", "O", "C", "C", "C", "H", "H", "H", "H", "H", "H", "H", "H", "O", "C", "O", "C", "C", "C", "H", "H", "H", "H", "H", "H", "H", "H", "O", "C", "O", "C", "C", "C", "H", "H", "H", "H", "H", "H", "H", "H", "O", "C", "O", "C", "C", "C", "H", "H", "H", "H", "H", "H", "H", "H", "O", "C", "O", "C", "C", "C", "H", "H", "H", "H", "H", "H", "H", "H"],
  "coordinates": [[3.74, -4.31, 0.76], [2.31, -4.81, 1.47], [1.31, -3.74, 1.14], [-0.13, -4.12, 1.56], [-0.12, -5.44, 2.59], [-0.20, -7.02, 2.04], [-0.15, -8.23, 3.15], [-0.08, -8.11, 4.64], [0.01, -6.69, 5.14], [0.01, -5.31, 4.25], [-0.73, -4.58, 0.34], [-2.40, -4.75, 0.30], [-2.86, -6.25, 0.45], [-2.99, -4.00, 1.69], [-3.10, -2.54, 1.60], [-4.17, -2.17, 0.45], [-5.29, -1.10, 1.09], [-6.54, -1.38, 0.31], [-7.24, -0.12, -0.01], [-8.60, -0.19, -0.03], [-1.62, -1.74, 1.52], [-1.81, -0.49, 2.53], [-1.05, 0.90, 2.41], [0.39, 1.07, 1.73], [1.54, 1.66, 2.79], [2.97, 1.03, 2.30], [4.28, 1.98, 2.58], [5.44, 1.66, 1.43], [5.62, 0.07, 1.09], [6.81, -0.20, -0.07], [8.32, 0.10, 0.47], [8.98, 0.95, -0.54], [9.84, 1.98, 0.07], [-1.11, -1.43, 0.01], [-1.58, -0.09, -0.75], [-2.77, 0.60, -0.29], [-3.13, 1.73, -1.19], [-3.32, 3.14, -0.36], [-1.99, 3.76, -0.16], [-4.11, 4.05, -1.24], [-4.10, 3.01, 0.90], [-0.67, -2.84, 2.36], [1.00, -2.00, 3.18], [3.66, -3.15, 0.67], [3.84, -4.78, -0.31], [4.68, -4.62, 1.44], [2.59, -4.90, 2.62], [2.10, -5.87, 0.97], [1.36, -3.56, 0.12], [-0.26, -7.20, 0.86], [-0.20, -9.34, 2.71], [0.09, -6.54, 6.32], [0.06, -4.27, 4.78], [-3.61, -2.25, 2.64], [-3.77, -1.82, -0.59], [-4.81, -3.15, 0.24], [-5.56, -1.37, 2.21], [-4.94, 0.01, 1.03], [-6.66, 0.86, -0.28], [-1.67, -0.91, 3.64], [-2.98, -0.21, 2.50], [-1.78, 1.68, 1.86], [-0.96, 1.36, 3.51], [0.88, 0.16, 1.21], [0.32, 1.92, 0.89], [1.26, 1.38, 3.91], [1.61, 2.85, 2.72], [3.21, -0.03, 2.76], [2.94, 0.86, 1.12], [4.73, 1.74, 3.64], [4.01, 3.13, 2.48], [6.47, 2.03, 1.90], [5.31, 2.33, 0.45], [5.87, -0.56, 2.06], [4.65, -0.44, 0.63], [6.69, -1.36, -0.34], [6.52, 0.37, -1.07], [8.34, 0.52, 1.56], [8.90, -0.94, 0.45], [10.95, 1.64, -0.06], [9.54, 2.29, 1.16], [9.69, 2.96, -0.59], [0.09, -1.48, 0.04], [-1.38, -2.32, -0.74], [-0.71, 0.73, -0.79], [-1.77, -0.34, -1.91], [-4.14, 1.49, -1.75], [-2.27, 1.85, -1.97], [-1.30, -3.05, 3.35], [9.29, 2.41, 2.92], [10.21, 2.83, 3.62], [11.18, 3.60, 3.09], [12.18, 4.30, 3.85], [13.36, 3.39, 4.14], [10.32, 2.42, 5.06], [11.75, 4.74, 4.76], [12.52, 5.13, 3.23], [13.07, 2.53, 4.75], [14.15, 3.94, 4.67], [13.78, 2.99, 3.21], [10.82, 1.45, 5.12], [9.31, 2.32, 5.47], [10.83, 3.14, 5.69], [-0.78, -4.16, 6.84], [0.14, -3.74, 7.54], [1.12, -2.97, 7.01], [2.12, -2.28, 7.77], [3.30, -3.18, 8.06], [0.25, -4.16, 8.98], [1.69, -1.84, 8.68], [2.45, -1.44, 7.15], [3.00, -4.04, 8.67], [4.08, -2.64, 8.59], [3.71, -3.58, 7.13], [0.76, -5.13, 9.04], [-0.76, -4.25, 9.39], [0.77, -3.44, 9.61], [-4.80, -0.59, -3.95], [-4.93, 0.16, -4.91], [-3.96, 1.05, -5.22], [-3.92, 1.83, -6.44], [-4.74, 3.09, -6.29], [-6.20, 0.16, -5.71], [-4.23, 1.22, -7.30], [-2.87, 2.09, -6.60], [-5.79, 2.87, -6.11], [-4.66, 3.71, -7.19], [-4.39, 3.68, -5.44], [-6.93, 0.81, -5.22], [-6.59, -0.86, -5.75], [-6.07, 0.47, -6.75], [-7.57, 1.03, -9.16], [-7.08, 0.05, -9.71], [-6.35, -0.84, -8.99], [-5.89, -2.11, -9.49], [-4.58, -1.96, -10.23], [-7.19, -0.13, -11.19], [-6.67, -2.60, -10.10], [-5.74, -2.75, -8.62], [-4.68, -1.32, -11.11], [-4.21, -2.94, -10.56], [-3.83, -1.49, -9.58], [-6.40, 0.44, -11.69], [-8.16, 0.24, -11.52], [-7.14, -1.17, -11.52], [1.87, -0.43, -2.00], [1.74, 0.32, -2.96], [2.71, 1.21, -3.27], [2.75, 1.99, -4.49], [1.93, 3.25, -4.34], [0.48, 0.32, -3.76], [2.45, 1.38, -5.35], [3.80, 2.25, -4.65], [0.88, 3.03, -4.16], [2.01, 3.87, -5.24], [2.28, 3.84, -3.48], [-0.26, 0.97, -3.27], [0.09, -0.70, -3.80], [0.60, 0.63, -4.80], [-9.66, 8.13, 0.81], [-9.17, 7.15, 0.26], [-8.44, 6.26, 0.98], [-7.98, 4.99, 0.48], [-6.67, 5.14, -0.26], [-9.27, 6.96, -1.22], [-8.75, 4.50, -0.13], [-7.83, 4.35, 1.35], [-6.77, 5.78, -1.14], [-6.29, 4.16, -0.59], [-5.92, 5.60, 0.39], [-8.48, 7.54, -1.72], [-10.25, 7.34, -1.55], [-9.23, 5.92, -1.54]],
  "homo_ev": -8.13,
  "homo_lumo_gap_ev": 8.2159,
  "energy_ev": -187376.15115
}

---

[3]
{
  "formula": "C20H36NO9PS2",
  "method": "ωB97M-V/def2-TZVPD",
  "symbols": ["C", "C", "O", "P", "O", "C", "C", "C", "N", "O", "C", "O", "O", "C", "C", "O", "C", "C", "C", "C", "C", "C", "O", "C", "C", "H", "H", "H", "H", "H", "H", "H", "H", "H", "H", "H", "H", "H", "H", "H", "H", "H", "H", "H", "H", "H", "H", "H", "H", "C", "S", "O", "C", "H", "H", "H", "H", "H", "H", "C", "S", "O", "C", "H", "H", "H", "H", "H", "H"],
  "coordinates": [[2.84, 0.40, 2.72], [2.82, -1.24, 2.51], [2.60, -1.67, 1.12], [0.92, -1.53, 0.64], [0.01, -0.78, 1.70], [0.95, -0.67, -1.10], [1.74, 0.80, -1.00], [0.77, 1.97, -1.62], [0.56, 3.17, -0.72], [1.64, 3.97, -0.65], [0.03, 2.81, 0.65], [0.69, 3.34, 1.71], [-1.11, 1.88, 0.73], [-2.03, 2.23, 1.83], [-3.22, 1.14, 2.10], [-3.34, 0.68, 3.38], [-4.28, 0.61, 0.91], [-5.64, -0.15, 1.48], [-6.75, -0.66, 0.37], [-6.56, -0.43, -1.27], [-5.15, 0.30, -1.76], [-3.99, 0.83, -0.70], [0.15, -3.10, 0.36], [-1.08, -2.93, -0.43], [-0.88, -3.46, -2.00], [3.00, 0.58, 3.88], [3.71, 0.94, 2.12], [1.83, 0.93, 2.44], [3.92, -1.61, 2.80], [2.11, -1.78, 3.29], [1.64, -1.36, -1.78], [-0.11, -0.59, -1.59], [2.11, 1.03, 0.10], [2.74, 0.73, -1.64], [-0.30, 1.56, -1.90], [1.26, 2.34, -2.62], [2.50, 3.48, -0.77], [-1.49, 2.44, 2.85], [-2.57, 3.24, 1.49], [-5.80, -0.32, 2.64], [-7.72, -1.20, 0.79], [-7.40, -0.79, -2.00], [-4.95, 0.48, -2.92], [-3.02, 1.35, -1.11], [-1.93, -3.64, 0.02], [-1.54, -1.85, -0.42], [0.18, -3.98, -2.02], [-1.65, -4.31, -2.28], [-0.88, -2.59, -2.78], [1.40, -6.98, -1.59], [0.39, -8.41, -2.06], [-0.81, -7.88, -2.80], [-0.15, -8.82, -0.39], [1.81, -6.53, -2.49], [0.78, -6.25, -1.07], [2.21, -7.31, -0.94], [-0.67, -7.97, 0.06], [0.72, -9.09, 0.22], [-0.83, -9.67, -0.44], [4.32, 8.28, 1.26], [4.24, 6.70, 0.39], [5.49, 6.58, -0.44], [2.90, 7.18, -0.73], [5.12, 8.24, 2.00], [4.52, 9.09, 0.55], [3.37, 8.46, 1.78], [3.19, 8.05, -1.31], [2.00, 7.39, -0.15], [2.70, 6.34, -1.41]],
  "homo_ev": -8.89,
  "homo_lumo_gap_ev": 7.9126,
  "energy_ev": -72183.65865
}

---

[4]
{
  "formula": "C4H4OS",
  "method": "ωB97M-V/def2-TZVPD",
  "symbols": ["C", "C", "C", "C", "O", "S", "H", "H", "H", "H"],
  "coordinates": [[0.76, -0.61, -0.56], [-0.27, -0.85, 0.45], [0.76, 0.70, -0.77], [-0.71, 0.54, 0.80], [0.07, 1.44, 0.13], [-1.83, -0.30, -0.32], [1.29, -1.37, -1.10], [-0.32, -1.70, 1.11], [1.33, 1.27, -1.48], [-1.09, 0.87, 1.75]],
  "spin_multiplicity": 3,
  "relative_energy_kj_mol": 163.9,
  "homo_ev": [-4.85, -9.15],
  "homo_lumo_gap_ev": [5.7852, 7.2955],
  "energy_ev": -17089.91337
}

---

[5]
{
  "formula": "C16H29AsF6NNaO6S3",
  "method": "ωB97M-V/def2-TZVPD",
  "symbols": ["Na", "As", "F", "F", "F", "F", "F", "F", "C", "C", "C", "S", "O", "O", "C", "H", "H", "H", "H", "H", "H", "H", "H", "C", "C", "C", "S", "O", "O", "C", "H", "H", "H", "H", "H", "H", "H", "H", "C", "C", "C", "S", "O", "O", "C", "H", "H", "H", "H", "H", "H", "H", "H", "N", "C", "C", "C", "C", "H", "H", "H", "H", "H"],
  "coordinates": [[0.81, 17.34, 14.78], [1.77, 15.32, 17.56], [1.58, 17.03, 17.24], [1.66, 15.08, 15.83], [1.92, 13.61, 17.79], [1.90, 15.62, 19.24], [0.05, 15.19, 17.67], [3.49, 15.48, 17.38], [5.85, 14.93, 14.98], [5.51, 14.43, 13.56], [4.48, 15.35, 12.88], [4.44, 16.87, 13.83], [3.19, 17.02, 14.53], [4.91, 17.95, 13.01], [5.67, 16.44, 15.06], [6.88, 14.67, 15.23], [5.15, 14.49, 15.69], [5.14, 13.41, 13.56], [6.42, 14.45, 12.95], [3.48, 14.91, 12.89], [4.82, 15.66, 11.89], [5.17, 16.70, 15.99], [6.55, 17.06, 14.89], [0.18, 20.92, 19.39], [-1.25, 20.89, 18.85], [-1.21, 20.90, 17.32], [0.47, 20.46, 16.86], [1.19, 21.62, 16.41], [0.43, 19.28, 16.03], [0.98, 19.98, 18.51], [0.27, 20.62, 20.44], [0.58, 21.93, 19.27], [-1.89, 21.64, 19.31], [-1.66, 19.93, 19.20], [-1.53, 21.80, 16.79], [-1.79, 20.04, 16.97], [2.06, 20.06, 18.57], [0.63, 18.94, 18.56], [0.42, 12.82, 12.54], [0.22, 12.63, 14.07], [-1.25, 12.97, 14.36], [-1.49, 14.44, 13.38], [-0.62, 15.44, 13.92], [-2.87, 14.70, 13.08], [-0.68, 13.70, 11.97], [0.44, 11.84, 12.09], [1.41, 13.26, 12.37], [0.83, 13.28, 14.70], [0.34, 11.60, 14.39], [-1.57, 13.19, 15.37], [-1.93, 12.26, 13.89], [-0.40, 14.43, 11.21], [-1.50, 13.16, 11.48], [-1.08, 19.16, 12.71], [0.17, 19.63, 12.98], [1.05, 18.80, 12.34], [0.32, 17.68, 11.85], [-1.00, 17.95, 12.07], [-1.95, 19.63, 12.91], [0.36, 20.53, 13.54], [2.12, 18.91, 12.25], [0.76, 16.91, 11.24], [-1.88, 17.36, 11.85]],
  "relative_energy_kj_mol": 0.0,
  "homo_ev": -8.64,
  "homo_lumo_gap_ev": 8.7409,
  "energy_ev": -144908.13608
}